# 1
{"formula": "C4H10N2O", "method": "the ωB97M-V functional and the def2-TZVPD basis", "elements": ["O", "N", "N", "C", "C", "C", "C", "H", "H", "H", "H", "H", "H", "H", "H", "H", "H"], "coordinates": [[0.157253, -0.877773, -3.395517], [0.291319, 0.246353, -1.296657], [-0.365448, 0.011064, 1.858058], [1.057721, -0.018386, 1.928836], [0.560841, 0.007264, -2.652501], [-1.157438, 0.408605, 0.635605], [-0.837670, -0.291917, -0.699848], [-0.798564, -0.875830, 2.282506], [1.509217, 1.057050, 1.720387], [-2.225552, 0.230441, 0.715179], [1.081275, 0.677717, -0.765452], [1.479326, -0.162774, 2.930474], [1.447619, 0.575072, -2.962595], [1.539207, -0.844906, 1.280909], [-1.335367, 1.544254, 0.456582], [-1.672529, -0.327167, -1.460195], [-0.731213, -1.359066, -0.575771]], "forces_ev_per_angstrom": [[-0.933, 1.229, 1.181], [2.468, 1.086, -2.968], [-3.080, -1.207, 0.364], [2.185, 1.130, -1.448], [1.813, -1.195, 0.920], [-0.497, 0.934, -0.504], [-1.622, -0.767, 0.628], [0.970, 1.953, -1.029], [-0.883, -2.115, -0.255], [-0.102, -0.856, 1.192], [-1.456, -0.488, -0.693], [-0.759, -0.316, 0.099], [-0.081, 0.485, -0.109], [-0.357, 1.410, 0.581], [1.551, -1.443, 0.451], [0.509, 0.847, 0.867], [0.274, -0.685, 0.722]], "relative_energy_ev": 2.657, "smiles": "CNCCNC=O", "lumo_energy_ev": 0.839, "total_energy_ha": -343.10382, "homo_ev": -9.03, "max_force_ev_per_a": 4.009, "gap_ev": 9.86, "mol_weight_g_mol": 102.137}

# 2
{"formula": "C2H4F3NOS", "method": "the ωB97M-V functional and the def2-TZVPD basis", "elements": ["S", "F", "F", "F", "O", "N", "C", "C", "H", "H", "H", "H"], "coordinates": [[2.091164, -0.897484, -0.213661], [-2.672048, -0.593820, 0.535290], [-0.708425, -1.212730, 1.085532], [-1.266582, -1.597498, -0.857600], [3.048839, -1.537430, 0.613484], [2.222620, 0.545082, -0.375183], [-1.399894, -0.595890, 0.066766], [-1.129614, 0.808143, -0.270307], [2.894765, 1.238065, 0.146645], [0.200582, 1.355626, -0.131436], [-1.573488, 1.469560, 0.529657], [-1.707917, 1.018376, -1.129184]], "forces_ev_per_angstrom": [[-0.310, -0.984, -0.433], [-0.414, -0.500, -0.632], [0.500, 1.526, 0.306], [-0.631, 1.680, -0.781], [1.044, -1.460, 1.165], [1.079, 4.592, 0.562], [-0.060, -2.951, 2.002], [4.215, 3.443, 2.365], [-1.412, -2.217, -1.251], [-4.299, -2.454, -1.290], [0.182, -1.165, -0.637], [0.107, 0.490, -1.376]], "relative_energy_ev": 1.380, "lumo_energy_ev": -0.323, "total_energy_ha": -906.30042, "homo_ev": -11.09, "max_force_ev_per_a": 5.934, "gap_ev": 10.77, "mol_weight_g_mol": 147.121}

# 3
{"formula": "C20H41InN2O4", "method": "the ωB97M-V functional and the def2-TZVPD basis", "elements": ["In", "O", "O", "O", "O", "N", "N", "C", "C", "C", "C", "C", "C", "C", "C", "C", "C", "C", "C", "C", "C", "C", "C", "C", "C", "C", "C", "H", "H", "H", "H", "H", "H", "H", "H", "H", "H", "H", "H", "H", "H", "H", "H", "H", "H", "H", "H", "H", "H", "H", "H", "H", "H", "H", "H", "H", "H", "H", "H", "H", "H", "H", "H", "H", "H", "H", "H", "H"], "coordinates": [[-1.417578, 2.742412, -0.891218], [0.099412, 0.298672, -0.139448], [-2.332348, -4.276958, 1.981442], [0.107912, -0.731228, 1.753522], [0.785382, 4.126392, 1.096982], [1.623142, 4.649052, 0.103422], [-2.377118, -4.897728, 0.745922], [-1.260558, -5.396048, -1.356928], [-4.749828, -4.335068, 0.217292], [3.525032, 4.297982, -1.273628], [-3.592948, -6.328278, -0.834308], [2.243812, 6.544002, -1.264028], [1.855372, -1.223468, 0.221602], [-4.287948, -6.385688, 1.505602], [-1.473448, -4.349168, -0.259808], [-2.607768, -5.828758, -1.933248], [1.482582, 6.075632, 0.073462], [0.630082, -0.493398, 0.666462], [-0.042628, 6.498332, -0.253608], [2.865722, 3.798022, 0.103852], [3.808722, 3.954022, 1.314582], [3.590182, 5.836512, -1.340878], [2.636192, 2.328172, -0.157208], [-0.103618, -4.230618, 0.477402], [-1.972618, -2.985378, -0.715498], [-3.698658, -5.472908, 0.371442], [2.061072, 6.815672, 1.218502], [-2.839888, -3.034088, -1.373948], [4.324102, 4.892262, 1.520012], [-2.408238, -6.666378, -2.601588], [-0.728998, -6.221268, -0.883068], [2.398952, 7.616362, -1.382668], [1.914742, 7.895152, 1.181102], [2.972872, 3.979232, -2.157718], [-1.859718, -4.882328, 2.557432], [3.214202, 3.762602, 2.207892], [1.938032, -2.079608, 0.891142], [-0.551258, -5.085948, -2.124278], [-5.204988, -6.934688, 1.291722], [-4.576478, -6.554218, -1.246298], [1.635592, 6.258322, -2.122258], [-0.080718, 7.488542, -0.707618], [-3.380328, -7.382988, -0.659728], [3.584932, 1.845752, -0.392308], [-0.547478, 5.850172, -0.969928], [4.679492, 3.298502, 1.302772], [-0.061818, -3.385358, 1.164342], [-3.112848, -5.162128, -2.632248], [-5.741728, -4.771538, 0.334492], [4.038972, 6.332362, -2.201598], [4.573362, 4.023242, -1.156968], [2.217122, 1.839502, 0.722382], [-4.601848, -3.706958, 1.095732], [1.983822, 2.312302, -1.030288], [1.717562, 6.488002, 2.199702], [1.754352, -1.538118, -0.817098], [0.205282, -5.101828, 1.055042], [3.146312, 6.714142, 1.211622], [-1.237228, -2.543098, -1.387568], [4.216392, 6.202662, -0.527308], [-3.540448, -6.990208, 2.019322], [-0.747698, 6.469862, 0.577162], [0.584412, -3.925948, -0.311198], [1.366182, 4.294472, 1.842652], [-4.587908, -3.846268, -0.743418], [-2.087158, -2.307878, 0.130652], [2.780702, -0.672838, 0.390892], [-4.748178, -5.799968, 2.301362]], "forces_ev_per_angstrom": [[1.104, -0.839, 0.721], [-0.761, 2.133, -2.535], [-0.534, -0.447, -1.624], [0.244, -0.966, 1.381], [-0.344, 0.055, 0.721], [-0.512, -2.666, -0.916], [-1.760, 0.558, 0.261], [-1.153, 0.002, 0.058], [0.938, -0.052, 0.339], [0.657, 1.766, 1.604], [0.861, -1.036, -2.360], [-0.265, -1.352, 1.043], [0.568, -0.843, 0.523], [0.200, 1.090, 1.425], [2.347, -0.458, 0.987], [-0.388, -1.213, -0.393], [-0.845, 2.024, -3.493], [-1.184, 0.221, 0.567], [0.534, -0.655, 0.695], [1.589, 2.671, -2.831], [-0.016, 0.481, 0.355], [-0.243, 0.941, 0.294], [-0.831, 0.466, 0.490], [-0.231, 1.522, -0.226], [0.065, 0.440, -0.593], [-1.606, -1.337, 1.821], [0.798, 0.685, 1.235], [-0.261, -0.136, 0.470], [-0.567, 0.553, -0.530], [-0.034, -0.285, 0.098], [-0.327, -0.375, 0.037], [-0.220, 0.122, 0.622], [-0.416, -0.025, -0.190], [0.282, -0.703, 0.204], [0.374, -0.288, 0.555], [0.236, -0.347, 0.309], [0.130, -0.248, -0.231], [-0.257, 0.600, 0.050], [0.570, -0.479, -1.167], [-0.360, 1.007, -0.151], [-0.139, -0.235, -0.031], [0.251, 0.094, 0.238], [0.913, 0.082, 0.929], [0.005, 0.154, -0.086], [0.562, -0.377, -0.386], [-0.473, -0.697, -0.193], [-0.331, 0.142, 0.081], [0.304, 0.768, 0.382], [0.123, -0.071, -0.421], [0.503, -0.956, -0.491], [-0.017, -0.740, -0.892], [-0.287, -0.176, -0.288], [-0.120, 0.550, -0.372], [-0.181, -0.708, 0.184], [-0.176, -0.100, 0.049], [0.236, 0.109, -0.003], [0.001, -0.293, -0.543], [0.023, -0.158, 0.087], [0.507, -0.091, 0.291], [0.069, -0.047, 0.262], [-0.042, -0.369, -0.410], [0.397, 0.215, 0.486], [0.383, -0.546, 0.129], [-0.693, -0.385, 1.214], [-0.439, 0.235, 0.328], [-0.187, 0.013, -0.086], [-0.125, 0.308, -0.319], [0.549, 0.691, 0.236]], "multiplicity": 2, "lumo_energy_ev": [-2.906, -6.142], "total_energy_ha": -1386.80556, "charge": 1, "homo_ev": [-9.86, -9.86], "max_force_ev_per_a": 4.204, "gap_ev": [6.95, 3.71], "mol_weight_g_mol": 488.376}

# 4
{"formula": "C4H8O2", "method": "the ωB97M-V functional and the def2-TZVPD basis", "elements": ["O", "O", "C", "C", "C", "C", "H", "H", "H", "H", "H", "H", "H", "H"], "coordinates": [[-0.882856, 1.522550, -0.454291], [-0.759916, -0.994097, -1.994046], [-0.707674, 0.699091, 0.680555], [-0.273338, -0.690783, 0.478593], [1.189838, -0.394107, 0.063946], [0.578244, 0.208924, 1.268947], [0.128334, -0.917294, -1.623418], [-1.121308, -0.128368, -1.751696], [-1.481125, 0.890991, 1.424356], [1.515934, 0.307512, -0.720109], [-0.838674, -1.596395, 0.694397], [0.892326, 0.139193, 2.293472], [1.919033, -1.196120, 0.184464], [-0.158814, 2.148909, -0.545176]], "forces_ev_per_angstrom": [[0.350, 0.269, 0.061], [-0.080, 0.161, -0.749], [-0.047, -0.120, 0.263], [0.310, -0.076, 0.117], [-0.012, -0.123, 0.222], [0.203, 0.411, 0.567], [-0.354, -0.288, -0.379], [-0.088, -0.113, -0.182], [-0.018, -0.198, -0.233], [-0.657, -0.454, -0.075], [0.672, 0.164, -0.143], [0.020, 0.230, 0.171], [-0.278, 0.081, 0.255], [-0.021, 0.056, 0.106]], "relative_energy_ev": 3.504, "smiles": "O[C@H]1[C@H]2C[C@@H]12.O", "lumo_energy_ev": 0.756, "total_energy_ha": -307.58368, "homo_ev": -9.75, "max_force_ev_per_a": 0.802, "gap_ev": 10.50, "mol_weight_g_mol": 88.106}

- Which formula does entry 2 have?
  C2H4F3NOS

- What is the formula in the fourth record?
  C4H8O2